1.
{"formula": "C6H7N", "method": "ωB97M-V/def2-TZVPD", "species": ["N", "C", "C", "C", "C", "C", "C", "H", "H", "H", "H", "H", "H", "H"], "positions_angstrom": [[-0.1749, 2.3062, 0.2389], [-0.1266, 0.8868, 0.0805], [0.4181, 0.1184, 1.1069], [0.5272, -1.2630, 0.9562], [0.1557, -1.8567, -0.2466], [-0.3801, -1.0762, -1.2781], [-0.5894, 0.2787, -1.0779], [-0.9740, 2.7353, 0.6794], [0.7031, 2.7705, 0.1786], [0.7744, 0.5405, 2.0321], [0.9689, -1.8421, 1.7508], [0.3029, -2.9148, -0.4131], [-0.5443, -1.6116, -2.2033], [-1.0612, 0.9280, -1.8044]], "atomic_forces_ev_per_a": [[-0.68, -0.56, -0.68], [0.01, 0.44, 1.00], [-0.03, -0.95, -0.31], [0.03, 0.25, -0.46], [0.02, 0.47, -0.03], [0.31, -0.77, 0.65], [0.17, 0.18, -0.24], [0.48, 0.00, -0.01], [0.08, 0.47, 0.31], [-0.06, 0.43, 0.01], [-0.02, -0.19, 0.10], [0.02, -0.04, 0.06], [-0.46, 0.41, -0.20], [0.14, -0.15, -0.21]], "smiles": "Nc1ccccc1", "e_homo_ev": -8.942}

---

2.
{"formula": "C6H7N", "method": "ωB97M-V/def2-TZVPD", "species": ["N", "C", "C", "C", "C", "C", "C", "H", "H", "H", "H", "H", "H", "H"], "positions_angstrom": [[-0.4172, 1.9344, -0.5483], [-0.4571, 1.9606, -1.7293], [-0.1739, 0.9061, 0.4410], [1.2207, 0.2488, 0.2156], [0.9052, -1.1393, -0.2824], [-0.3949, -1.4087, -0.2405], [-1.2048, -0.2527, 0.2916], [-0.2412, 1.3803, 1.4162], [1.8393, 0.8192, -0.4866], [1.7688, 0.2114, 1.1624], [1.6778, -1.8304, -0.6112], [-0.8481, -2.3533, -0.5314], [-2.0394, 0.0155, -0.3661], [-1.6351, -0.4919, 1.2692]], "atomic_forces_ev_per_a": [[0.15, -0.96, -1.51], [-0.16, 0.83, 0.57], [0.05, -0.17, 0.38], [0.07, 0.04, 0.13], [-0.15, 0.01, 0.02], [0.13, 0.07, -0.01], [-0.06, 0.01, 0.14], [0.02, -0.10, 0.05], [-0.19, -0.03, 0.14], [0.01, -0.04, -0.05], [-0.15, 0.15, 0.04], [0.08, 0.19, 0.04], [0.20, 0.05, 0.13], [0.00, -0.04, -0.05]], "e_homo_ev": -9.651}

---

3.
{"formula": "C6H7N", "method": "ωB97M-V/def2-TZVPD", "species": ["C", "C", "C", "C", "C", "N", "C", "H", "H", "H", "H", "H", "H", "H"], "positions_angstrom": [[-0.7475, -1.8809, 0.1599], [-0.1225, -0.5291, -0.0402], [-0.1180, 0.6353, -1.0478], [1.1508, 1.1720, -0.3894], [-0.1755, 1.6839, 0.0413], [-0.3920, 0.5991, 1.0523], [0.9564, 0.0985, 0.7016], [-0.0688, -2.7130, 0.4020], [-1.3739, -2.2051, -0.6746], [-1.3758, -1.7088, 1.0320], [-0.7147, 0.8309, -1.9176], [2.0275, 1.5677, -0.8762], [-0.5788, 2.7012, 0.0162], [1.5330, -0.2514, 1.5405]], "atomic_forces_ev_per_a": [[-0.28, 0.17, 0.09], [-1.50, 0.92, 1.17], [-0.11, 0.48, -0.74], [0.51, 0.12, -0.18], [-0.71, -0.36, -0.73], [0.28, -0.63, 0.90], [0.83, -0.09, 0.37], [0.12, 0.54, -0.22], [0.02, 0.21, 0.06], [-0.29, -0.44, 0.05], [0.66, -0.33, -0.82], [0.00, 0.32, 0.20], [-0.10, -0.61, 0.11], [0.57, -0.28, -0.28]], "smiles": "C[C@@]12[C@@H]3[C@H]4[C@@H]3N1[C@H]42", "e_homo_ev": -8.056}

---

4.
{"formula": "C6H7N", "method": "ωB97M-V/def2-TZVPD", "species": ["C", "C", "C", "C", "C", "C", "H", "H", "H", "H", "H", "H", "H", "N"], "positions_angstrom": [[0.0880, 0.4892, -1.7183], [-0.6173, -0.9010, -1.5011], [0.1286, -0.9268, 1.3664], [0.0520, 0.3198, 1.9922], [0.1803, 1.3322, 1.0588], [0.3991, 0.5637, -0.1690], [1.2661, 0.4967, -1.9509], [-0.7437, 1.2714, -2.1228], [-0.1724, -1.8089, -1.9888], [-1.7284, -0.9729, -1.2407], [-0.1295, -2.0321, 1.8166], [0.5064, 0.5764, 2.9992], [0.6396, 2.3528, 1.4587], [0.1312, -0.7606, -0.0004]], "atomic_forces_ev_per_a": [[-0.02, 1.98, 0.69], [2.18, -0.47, 2.91], [-3.10, -4.31, 1.66], [2.44, -1.07, 1.99], [2.62, 1.00, -2.19], [-3.15, 2.23, -0.86], [-3.16, -0.18, -1.41], [2.82, -1.52, 0.55], [-0.82, 0.96, 0.29], [1.68, 0.49, -0.83], [0.97, 3.11, -1.07], [-1.42, -0.92, -0.83], [-1.46, -2.09, -1.67], [0.40, 0.81, 0.78]], "smiles": "c1cc2n(c1)CC2", "e_homo_ev": -7.707}

---

5.
{"formula": "C6H7N", "method": "ωB97M-V/def2-TZVPD", "species": ["N", "C", "C", "C", "C", "C", "C", "H", "H", "H", "H", "H", "H", "H"], "positions_angstrom": [[-0.3565, 2.1972, -1.8160], [-0.3346, 1.6775, -0.7830], [-0.2225, 0.9062, 0.4653], [1.1665, 0.2288, 0.4478], [0.8911, -0.9719, -0.4296], [-0.4001, -1.2916, -0.4033], [-1.1996, -0.2940, 0.4085], [-0.3848, 1.5626, 1.3251], [1.9613, 0.8907, 0.0965], [1.4304, -0.1042, 1.4617], [1.6657, -1.4909, -0.9842], [-0.8456, -2.1559, -0.8834], [-2.1606, -0.0293, -0.0434], [-1.4025, -0.6625, 1.4247]], "atomic_forces_ev_per_a": [[-0.08, -0.33, 1.00], [-0.01, 0.43, -0.90], [0.00, 0.03, 0.05], [0.08, 0.03, 0.03], [-0.09, -0.14, 0.04], [0.13, -0.01, -0.03], [-0.06, 0.00, 0.00], [0.02, -0.09, -0.14], [-0.12, -0.08, -0.02], [-0.01, 0.08, -0.13], [-0.11, -0.05, 0.20], [0.05, 0.14, 0.00], [0.16, -0.05, 0.05], [0.06, 0.04, -0.16]], "smiles": "N#CC1CC=CC1", "e_homo_ev": -9.738}

---

6.
{"formula": "C6H7N", "method": "ωB97M-V/def2-TZVPD", "species": ["C", "C", "C", "C", "C", "C", "N", "H", "H", "H", "H", "H", "H", "H"], "positions_angstrom": [[3.5710, 0.3105, 0.4786], [1.1221, -1.5593, -2.0315], [0.8380, -1.0031, -0.9967], [0.0675, -0.2306, -0.0105], [-0.9096, -1.0375, 0.6930], [0.2785, 1.0636, 0.2274], [3.8004, 1.3562, 0.8482], [1.5220, -2.3290, -2.7266], [-1.5944, -0.3023, 1.2880], [-0.4827, -1.9962, 1.1505], [-1.6197, -1.3757, -0.1593], [0.8417, 1.8543, -0.2686], [3.2476, -0.6464, 0.1880], [-0.4967, 1.5312, 0.9345]], "atomic_forces_ev_per_a": [[-0.41, -0.86, -0.14], [1.28, -2.59, -2.51], [-2.63, 3.29, 3.62], [2.75, -9.22, -4.53], [-2.84, -0.16, -0.28], [-0.85, 9.24, 3.14], [0.49, 1.51, 0.45], [-0.43, 1.30, 0.84], [1.38, -1.89, -0.22], [-0.90, 1.58, -0.12], [0.76, -0.01, 1.31], [0.15, -0.92, -0.26], [-0.08, -0.66, -0.32], [1.33, -0.62, -0.97]], "e_homo_ev": [-5.682, -10.560], "multiplicity": 3}

---

7.
{"formula": "C6H7N2O2P", "method": "ωB97M-V/def2-TZVPD", "species": ["C", "C", "C", "C", "C", "C", "N", "N", "O", "O", "P", "H", "H", "H", "H", "H", "H", "H"], "positions_angstrom": [[1.8002, 1.6254, -0.3584], [1.2093, 1.6248, 0.9676], [1.5519, 0.5072, -1.2211], [0.4449, 0.5574, 1.3033], [0.8277, -0.5579, -0.8337], [0.2441, -0.4984, 0.4110], [-0.9147, -2.3701, -0.1007], [-0.5877, -1.5042, 0.7528], [-3.8094, 1.0811, -0.6193], [-2.4539, -0.5183, 0.3787], [-2.6922, 0.9585, 0.3392], [2.5207, 2.3953, -0.4598], [1.4644, 2.3324, 1.7337], [2.0991, 0.6218, -2.2239], [0.1572, 0.3708, 2.3381], [0.6894, -1.3862, -1.4991], [-1.7298, -2.9834, 0.1769], [-0.8212, -2.2563, -1.0852]], "atomic_forces_ev_per_a": [[-1.84, -1.79, 2.58], [1.31, -0.30, -2.41], [3.20, 3.75, -1.63], [-0.17, -1.55, 1.11], [-0.30, 0.46, -0.31], [0.57, 0.40, -0.82], [-1.54, -1.69, 1.40], [-1.73, -1.28, 1.47], [-0.78, 1.68, -0.45], [1.46, -2.16, 1.01], [-0.89, 0.62, -0.64], [0.47, 0.54, -1.14], [0.07, 0.47, -0.12], [-1.06, -0.74, 1.48], [-0.49, 0.33, -0.32], [0.16, -0.16, -0.19], [1.53, 0.94, -0.18], [0.05, 0.49, -0.83]], "e_homo_ev": [-8.374, -8.374]}

---

8.
{"formula": "C6H7N2O3S", "method": "ωB97M-V/def2-TZVPD", "species": ["C", "C", "C", "C", "C", "C", "N", "N", "O", "O", "O", "S", "H", "H", "H", "H", "H", "H", "H"], "positions_angstrom": [[1.4468, -1.6016, 0.1709], [1.1437, -0.8871, -0.9496], [1.3049, -0.9527, 1.4213], [0.9504, 0.4627, -0.9063], [0.9061, 0.3542, 1.4692], [0.8950, 1.0999, 0.3111], [-0.0826, 3.1518, -0.2869], [0.6539, 2.5034, 0.4349], [-1.9577, 0.9747, -0.9744], [-3.3096, -0.6852, 0.5946], [-1.8161, -1.4282, -1.2979], [-1.8030, -0.3846, -0.2844], [1.4207, -2.6955, 0.0495], [1.2091, -1.3017, -1.9072], [1.5237, -1.4876, 2.3088], [0.8583, 0.9343, -1.8323], [0.7380, 0.9284, 2.3053], [-0.5194, 2.6252, -1.0154], [-3.5621, -1.6102, 0.3890]], "atomic_forces_ev_per_a": [[-1.32, -0.61, 1.16], [1.03, 0.32, 0.04], [0.09, -0.98, -1.16], [0.57, 0.12, 0.79], [1.43, 0.12, -1.47], [-1.30, 0.25, -1.40], [0.36, 1.28, 0.03], [0.81, 0.10, 1.71], [-0.40, -1.85, 1.39], [-0.02, -0.23, -0.54], [-0.31, -1.27, -0.66], [-0.32, 2.45, -0.22], [0.74, 0.50, 0.50], [-0.22, -0.98, -1.19], [-0.17, -0.51, 0.82], [-0.28, 1.17, -1.12], [-0.22, 0.72, 2.29], [-0.81, -1.34, -0.88], [0.34, 0.75, -0.10]], "e_homo_ev": -4.183, "charge": -1}

---

9.
{"formula": "C6H7N3", "method": "ωB97M-V/def2-TZVPD", "species": ["C", "C", "C", "C", "C", "C", "H", "H", "H", "H", "H", "H", "H", "N", "N", "N"], "positions_angstrom": [[0.7625, -2.7811, -1.5676], [0.4485, -0.7223, 1.2926], [0.0545, 0.1811, 0.2751], [-1.2779, 0.9438, 0.4632], [-1.1863, 2.3338, -0.0192], [-0.1639, 3.0485, -0.2032], [1.4106, -2.9063, -2.5060], [-0.1460, -3.9208, -1.0713], [1.5668, -0.3882, 1.5218], [-0.0215, -1.0450, 2.3999], [0.8121, 0.7671, -0.1699], [-1.9723, 0.4272, 1.0235], [-2.0415, 2.9370, 0.1410], [0.9769, -1.4554, -1.1517], [-0.0137, -1.2387, -0.1149], [0.7911, 3.8194, -0.3134]], "atomic_forces_ev_per_a": [[0.61, 3.03, 0.49], [3.33, -1.07, 3.41], [-4.65, 1.54, 0.08], [5.31, 4.64, -3.79], [-8.34, -9.35, 4.17], [13.28, 8.88, -2.44], [-1.10, -0.71, 1.48], [2.85, 4.07, -1.41], [-1.92, -1.86, -0.64], [0.54, 0.75, -3.72], [0.77, 0.42, -0.53], [-2.19, -0.46, 0.58], [-1.22, 0.37, 0.06], [-2.61, -7.31, -0.15], [0.89, 1.61, 1.84], [-5.55, -4.55, 0.57]], "e_homo_ev": -9.221}

---

10.
{"formula": "C6H7N3O", "method": "ωB97M-V/def2-TZVPD", "species": ["C", "C", "C", "C", "C", "C", "N", "N", "N", "O", "H", "H", "H", "H", "H", "H", "H"], "positions_angstrom": [[-2.6809, -0.9162, -0.4045], [-2.9683, 0.4174, -0.3837], [-0.9485, 0.0464, 0.3051], [2.4705, 0.6774, -0.8957], [2.0329, -0.9826, 0.4916], [1.4883, 0.3452, 0.9504], [-1.3972, -1.1309, 0.0254], [1.8589, 1.2946, 0.0514], [-1.8261, 1.0355, 0.0775], [2.6267, -0.6453, -0.7616], [-3.2976, -1.7400, -0.7112], [-3.8513, 0.9666, -0.6423], [2.8765, 1.1470, -1.7756], [2.8154, -1.3738, 1.1594], [1.2700, -1.7541, 0.3427], [1.2137, 0.5911, 1.9545], [-1.6831, 2.0217, 0.2165]], "atomic_forces_ev_per_a": [[-0.50, 0.19, -0.24], [-0.46, -0.20, -0.18], [3.38, 0.20, 1.03], [-0.06, -0.12, 0.52], [-0.19, -0.14, 0.75], [-2.54, -1.08, -0.81], [0.35, 0.01, 0.17], [0.47, 0.87, -0.40], [-0.32, 0.04, -0.06], [0.13, 0.16, -0.66], [-0.21, -0.01, -0.05], [-0.16, 0.06, -0.06], [0.05, -0.10, -0.14], [-0.10, 0.09, -0.14], [0.01, 0.15, 0.01], [0.08, 0.06, 0.26], [0.06, -0.19, 0.00]], "e_homo_ev": [-7.703, -8.321]}

---

11.
{"formula": "C6H7N4", "method": "ωB97M-V/def2-TZVPD", "species": ["C", "C", "C", "C", "C", "C", "N", "N", "N", "N", "H", "H", "H", "H", "H", "H", "H"], "positions_angstrom": [[-2.1417, 0.4181, -0.3532], [0.6834, -0.2914, 2.3126], [0.3255, 0.3393, 1.2078], [0.8831, -0.8446, -1.1002], [0.2669, -0.2512, -0.0936], [2.3098, -0.9253, -1.4075], [-2.0979, 1.5682, -1.0269], [-3.1639, 0.2732, 0.4411], [-3.1296, 2.1965, -0.5430], [-3.8014, 1.4284, 0.2796], [0.6329, 0.1942, 3.2524], [0.6617, -1.3343, 2.3852], [-0.1311, 1.3506, 1.3259], [0.2756, -1.2068, -1.8733], [2.4532, -0.8031, -2.5443], [3.0953, -0.2184, -1.0069], [2.8782, -1.8934, -1.2558]], "atomic_forces_ev_per_a": [[2.47, -0.66, -0.77], [-0.52, 0.07, 0.62], [-0.45, 1.26, -1.24], [-0.46, 1.08, 1.70], [-2.15, 0.10, 0.02], [4.04, -0.26, -2.04], [1.71, -0.78, 0.35], [0.46, -0.89, 0.47], [-1.89, 1.10, -0.42], [-0.75, 0.84, 0.50], [-0.07, 0.63, 0.74], [0.79, -1.57, -0.26], [0.87, -0.57, -0.47], [-0.94, -0.59, -0.94], [-0.37, -0.03, 1.43], [-1.51, -0.16, 0.15], [-1.23, 0.43, 0.17]], "e_homo_ev": [-4.721, -4.451], "charge": -1}

---

12.
{"formula": "C6H7NO", "method": "ωB97M-V/def2-TZVPD", "species": ["C", "C", "C", "C", "C", "C", "H", "H", "H", "H", "H", "H", "H", "N", "O"], "positions_angstrom": [[-0.7268, 2.0583, 0.0075], [-0.0762, 0.6518, 0.1130], [1.2755, 0.7892, 0.1500], [2.2883, -0.2422, -0.0622], [-0.7596, -0.6430, -0.1005], [-1.8588, -1.1706, 0.6500], [-1.7899, 1.6717, -0.5847], [0.2973, 2.7517, -1.0005], [-0.9531, 2.7602, 1.3538], [1.3896, 1.8544, 0.1276], [-0.1935, -1.4093, -0.4410], [-2.0474, -2.1775, 0.8928], [-2.5487, -0.3365, 1.1653], [2.9461, -1.1576, -0.0053], [-1.9538, -0.7091, -0.7529]], "atomic_forces_ev_per_a": [[-1.41, -0.12, -0.87], [2.05, 1.46, 0.09], [-1.07, -1.00, -0.83], [-2.98, 2.93, 1.14], [0.51, 1.63, 1.19], [-3.66, 4.56, 0.67], [2.66, 2.28, 1.68], [-3.71, -1.40, 3.13], [0.68, -2.13, -4.48], [2.00, 0.01, 0.24], [2.77, -1.96, -0.90], [0.04, -1.08, -0.05], [1.88, -2.33, -0.28], [1.95, -2.23, -0.33], [-1.72, -0.62, -0.42]], "e_homo_ev": -9.696}

---

13.
{"formula": "C6H7NO", "method": "ωB97M-V/def2-TZVPD", "species": ["C", "C", "C", "C", "C", "C", "H", "H", "H", "H", "H", "H", "H", "N", "O"], "positions_angstrom": [[1.3208, -0.1142, 2.2433], [0.5189, -0.1292, 1.0325], [-1.0033, -1.2498, -0.3518], [-0.6347, -0.1066, -0.8371], [0.2151, 1.5905, -1.2415], [0.2221, 0.6489, -0.0417], [2.1407, 0.5971, 1.9599], [1.8660, -1.0256, 2.5280], [0.5718, 0.3073, 3.0762], [-0.7629, -1.9537, 1.5800], [-1.3837, -2.3287, -0.6998], [-0.2182, 2.5269, -1.0519], [1.1457, 1.6830, -1.7847], [-0.2805, -1.2743, 0.8158], [-0.6536, 0.6596, -2.0176]], "atomic_forces_ev_per_a": [[0.08, 2.55, 1.47], [-1.73, -2.24, -0.59], [-1.16, -5.49, 0.06], [-0.72, 2.39, -3.44], [1.39, -0.97, -0.49], [0.00, 0.16, -0.70], [-0.66, -0.12, 1.11], [-0.82, 0.04, -0.14], [2.29, -0.89, -1.21], [2.30, 2.50, -1.95], [0.46, 3.16, 0.51], [-0.84, 1.25, 0.00], [0.29, 0.18, -0.01], [-1.14, -3.02, 3.75], [0.26, 0.50, 1.63]], "e_homo_ev": -7.953}

---

14.
{"formula": "C6H7NO", "method": "ωB97M-V/def2-TZVPD", "species": ["C", "C", "C", "C", "C", "C", "H", "H", "H", "H", "H", "H", "H", "N", "O"], "positions_angstrom": [[-0.0070, 0.0984, -1.3443], [-1.0457, 0.8832, -0.3950], [0.8910, 0.5122, -0.3199], [0.5891, -0.2665, 0.8283], [-0.1710, -1.6215, 0.5215], [-0.8022, -0.1228, 0.7215], [-2.0255, 1.2821, -0.4242], [0.2430, 2.2908, -1.0307], [1.9697, 0.6233, -0.2850], [1.2473, -0.2371, 1.7777], [0.1435, -1.8858, -0.5013], [0.0848, -2.4725, 1.3018], [-1.1666, -0.1454, 1.8361], [0.1210, 1.7190, -0.3354], [-0.0713, -0.6574, -2.3513]], "atomic_forces_ev_per_a": [[-3.77, -5.35, -5.88], [0.42, -2.54, -0.77], [6.63, 1.48, -1.38], [2.22, -2.52, 3.17], [2.17, 1.29, 0.17], [-3.59, -2.75, 5.95], [-0.81, 0.32, -0.84], [0.93, 3.77, -5.01], [0.36, 0.30, -1.53], [-1.38, 0.41, -1.68], [-0.85, -0.37, 0.67], [-1.49, 2.23, -1.36], [-0.73, 0.69, -2.53], [-0.83, -0.56, 7.86], [0.72, 3.61, 3.16]], "e_homo_ev": -9.164}

---

15.
{"formula": "C6H7NO", "method": "ωB97M-V/def2-TZVPD", "species": ["C", "C", "C", "C", "C", "C", "N", "O", "H", "H", "H", "H", "H", "H", "H"], "positions_angstrom": [[-0.1457, -0.1856, 0.0095], [1.1860, -0.2730, 0.0065], [-0.4791, 1.2591, 0.0042], [1.6886, 1.1741, 0.0007], [2.1161, -1.4186, 0.0024], [-1.8647, 1.7636, 0.0019], [0.5590, 2.0151, -0.0004], [2.8310, 1.5310, -0.0008], [-0.8807, -0.9682, 0.0146], [2.6537, -1.4473, -0.9461], [1.5886, -2.3589, 0.1439], [2.8609, -1.2894, 0.7870], [-2.4004, 1.3669, 0.8639], [-2.3780, 1.4118, -0.8933], [-1.8726, 2.8489, 0.0280]], "atomic_forces_ev_per_a": [[0.61, -0.24, 0.00], [-0.26, -0.01, 0.01], [0.60, 0.24, -0.01], [-0.08, -0.58, -0.01], [-0.02, -0.08, -0.01], [-0.04, 0.18, 0.00], [-0.62, 1.04, 0.00], [-0.07, -0.08, 0.01], [-0.08, -0.26, 0.01], [0.07, -0.05, -0.01], [0.04, -0.06, 0.00], [0.05, -0.06, 0.01], [-0.08, -0.04, 0.05], [-0.08, -0.04, -0.04], [-0.03, 0.02, 0.00]], "smiles": "CC1=CC(C)=NC1=O", "e_homo_ev": -9.809}

---

Calculated energy above the lowest of the compared OMol25 structures with the same formula, charge and spin (kcal per mole), listed in the same order as above: 8.0; 47.8; 130.9; 116.8; 21.4; 61.6; 0.0; 17.4; 206.4; 83.2; 92.3; 173.6; 85.2; 137.3; 5.3
Calculated calculated total energy (eV), listed in the same order as above: -7825.302; -7823.575; -7819.970; -7820.580; -7824.717; -7817.616; -22696.615; -26292.738; -10796.482; -12849.469; -12290.196; -9865.130; -9868.963; -9866.705; -9872.428